No. 1
{"formula": "C10H18N2O5S", "method": "ωB97M-V/def2-TZVPD", "smiles": "CSCC[C@H](N)C(=O)N[C@@H](CCC(=O)O)C(=O)O", "orbital_gap_ev": 9.80, "de_lowest_kj_mol": 578.82, "species": ["C", "C", "C", "C", "C", "C", "C", "C", "C", "C", "H", "H", "H", "H", "H", "H", "H", "H", "H", "H", "H", "H", "H", "H", "H", "H", "H", "H", "N", "N", "O", "O", "O", "O", "O", "S"], "coordinates": [[-0.869139, -2.353263, 0.141581], [0.255819, -1.743443, -0.553991], [-2.277084, -2.307786, -0.498892], [-2.882775, -0.895361, -0.919047], [-4.286366, 0.403527, 1.125293], [2.136982, -0.232290, -0.301230], [3.664963, -0.722367, 0.092432], [1.881953, 1.176147, 0.402019], [0.621934, 1.665050, -0.620633], [0.319256, 3.148071, -0.366049], [-1.121980, -1.184216, 1.977594], [-1.110406, -2.826185, 2.164368], [-0.573161, -3.436971, 0.201910], [-2.931439, -3.010712, 0.202524], [-2.347183, -2.861233, -1.412563], [-3.988118, -0.910572, -1.358826], [-2.357716, -0.760432, -1.965283], [-4.594551, -0.476445, 1.675657], [-4.514951, 1.325250, 1.747771], [-5.121345, 0.243182, 0.467890], [0.835561, -0.938083, 1.274124], [1.897771, -0.266993, -1.379484], [2.834152, 1.975939, 0.344884], [1.614196, 1.054955, 1.657435], [0.963939, 1.394151, -1.730388], [-0.396861, 1.120456, -0.458478], [-1.632014, 2.670085, -0.802642], [3.358408, 0.636834, 1.689817], [-0.783904, -2.113159, 1.558475], [1.186892, -1.193404, 0.207329], [0.177266, -1.799224, -1.803130], [4.355202, -1.552030, -0.551724], [0.984384, 4.115572, 0.144692], [-1.030122, 3.443108, -0.619688], [3.963217, -0.200626, 1.371749], [-2.664253, 0.532051, 0.249936]], "forces_ev_per_a": [[-1.135, -2.529, 2.076], [-1.443, 0.141, -3.638], [-1.953, -0.350, 1.471], [-0.205, -0.767, -2.536], [-0.857, 0.976, 0.519], [2.226, -0.230, 1.121], [-0.342, -1.576, -1.037], [-0.712, 0.729, -0.704], [1.176, -0.080, 0.670], [-0.590, 3.955, 1.760], [0.285, -1.804, -1.411], [-0.324, -0.759, 0.186], [-0.380, 0.576, -0.940], [0.977, 1.994, -1.028], [0.577, -0.375, -0.663], [2.026, -0.244, 1.631], [-0.393, 0.633, 2.290], [1.562, -0.514, 1.066], [0.611, -1.130, -0.835], [-0.148, 1.032, -1.440], [1.118, -1.698, -3.606], [1.046, 0.451, 0.306], [-2.794, -2.137, -0.193], [0.236, 0.395, -3.797], [-0.771, 1.122, 2.447], [2.283, 0.633, -0.034], [1.163, 0.732, 0.222], [2.083, -3.337, -1.696], [-0.617, 3.200, 2.133], [0.208, 2.229, 4.320], [1.275, 0.668, 1.565], [-2.580, 3.793, 3.203], [-2.166, -5.064, -2.569], [0.857, -0.612, -0.023], [-0.855, 1.239, -0.671], [-1.445, -1.289, -0.167]]}

***

No. 2
{"formula": "C10H18N3", "method": "ωB97M-V/def2-TZVPD", "charge": 1, "orbital_gap_ev": 9.14, "de_lowest_kj_mol": 141.98, "species": ["C", "C", "C", "C", "C", "C", "C", "C", "H", "H", "H", "H", "H", "H", "H", "H", "H", "H", "C", "C", "N", "N", "N", "H", "H", "H", "H", "H", "H", "H", "H"], "coordinates": [[-1.804940, 0.307116, -1.649170], [-2.288170, -1.044106, -2.169440], [-1.767350, 0.494320, -0.161505], [-1.777996, 1.824146, 0.327240], [-1.768947, -0.452542, 0.858604], [-1.408793, 2.150550, 1.604022], [-1.320377, -0.173563, 2.143212], [-1.109961, 1.131820, 2.521694], [-0.792332, 0.560231, -1.961800], [-2.377951, 1.072735, -2.167536], [-2.242516, -1.813193, -1.400317], [-1.977623, 2.592832, -0.417768], [-1.998761, -1.477439, 0.599115], [-1.589392, 3.147536, 1.958796], [-1.195794, -0.944617, 2.895875], [-0.633545, 1.412705, 3.453350], [-1.648465, -1.419192, -2.974742], [-3.303287, -1.072614, -2.557363], [1.848418, -1.191374, 1.437999], [2.660851, -0.276635, -0.634963], [2.914908, -0.981507, 0.471219], [1.407363, -0.063017, -1.018689], [3.692529, 0.227616, -1.322355], [3.734576, -1.565071, 0.418015], [0.598628, 0.123773, -0.424604], [1.128724, 0.300609, -1.918130], [4.564477, 0.330281, -0.830394], [3.662342, 0.391493, -2.314532], [1.253952, -0.297185, 1.489896], [2.250427, -1.189888, 2.454041], [1.289006, -2.105819, 1.290231]], "forces_ev_per_a": [[-0.577, -0.394, -0.325], [0.668, -0.788, -0.141], [-0.983, 1.442, 1.556], [0.747, -0.170, -1.458], [0.707, -1.200, -1.261], [-0.915, -0.456, 0.678], [-0.342, 0.316, 0.635], [0.614, 0.745, -0.428], [0.108, -0.353, -0.408], [-0.228, 0.332, 0.423], [0.022, -0.018, 0.063], [-0.042, 0.134, 0.304], [0.138, -0.177, 0.082], [0.592, 0.471, 0.013], [-0.076, -0.179, -0.261], [-0.445, -0.217, 0.252], [-0.084, 0.145, 0.006], [-0.077, 0.416, 0.127], [0.772, 0.007, 1.079], [-0.037, 0.067, 0.195], [-0.386, 0.644, -0.329], [-1.481, 0.551, -0.593], [0.115, -0.551, -0.077], [0.132, 0.138, 0.460], [0.472, -0.932, 0.668], [1.057, 0.302, -0.217], [0.156, -0.239, -0.270], [-0.079, 0.243, 0.059], [-0.637, 0.102, -0.379], [0.363, -0.400, -0.186], [-0.276, 0.016, -0.266]]}

***

No. 3
{"formula": "C10H18N3O", "method": "ωB97M-V/def2-TZVPD", "charge": 1, "orbital_gap_ev": 9.32, "de_lowest_kj_mol": 84.06, "species": ["C", "C", "C", "C", "C", "C", "C", "O", "H", "H", "H", "H", "H", "H", "H", "H", "C", "C", "C", "N", "N", "N", "H", "H", "H", "H", "H", "H", "H", "H", "H", "H"], "coordinates": [[2.900473, -1.964164, 0.341438], [-0.399897, -1.136179, -1.352901], [0.945587, -1.360755, -1.194279], [-1.288114, -1.475292, -0.312000], [1.415419, -2.013468, -0.008241], [-0.872689, -2.342295, 0.649744], [0.507207, -2.584023, 0.851241], [-2.507809, -0.834142, -0.346780], [-0.804271, -0.739233, -2.275605], [1.738482, -1.098109, -1.880774], [-3.225074, -1.380748, -0.028009], [-1.548242, -2.812523, 1.358827], [3.250377, -1.017479, 0.742632], [3.480640, -2.197467, -0.552457], [0.773429, -3.240220, 1.668375], [3.042462, -2.763345, 1.070020], [0.924423, 2.173029, -0.965760], [1.087391, 3.699185, -0.890382], [-0.669728, 1.539050, 0.754674], [0.588544, 1.618882, 0.378889], [-0.926391, 0.956443, 1.942092], [-1.673492, 2.056765, 0.058416], [0.201833, 1.747405, -1.652553], [1.947514, 1.865453, -1.171322], [0.545026, 4.164035, -0.064232], [0.649365, 4.185789, -1.767600], [1.349837, 1.181604, 0.885779], [-0.549608, 0.039677, 2.126025], [-1.777436, 1.144684, 2.415534], [-1.649041, 2.758618, -0.659343], [-2.532342, 1.571272, 0.174319], [2.133684, 3.978386, -0.832692]], "forces_ev_per_a": [[-0.803, -1.241, -0.560], [-0.021, 0.144, -0.040], [0.546, -0.979, 1.640], [0.150, 0.463, -1.215], [0.696, 1.252, -0.400], [0.524, -0.525, 1.414], [-1.139, 0.062, -0.673], [-0.050, -0.115, -0.293], [-0.031, 0.329, 0.126], [-0.383, 0.240, -0.453], [-0.198, -0.390, 0.209], [-0.213, 0.289, -0.069], [-0.167, 0.136, 0.097], [0.194, 0.038, 0.121], [0.298, 0.144, 0.053], [0.508, 0.207, 0.073], [0.942, 0.299, 1.507], [-1.155, 0.492, -0.571], [0.966, -0.006, 0.678], [0.317, 0.326, -1.587], [0.156, -0.642, -0.042], [-0.110, 0.259, 0.167], [0.112, 0.255, -0.380], [-0.355, -0.844, -0.353], [0.144, -0.247, 0.209], [0.307, -0.125, -0.144], [-0.581, 0.163, 0.344], [0.326, 0.010, -0.004], [-0.753, 0.176, 0.068], [0.521, -0.042, -0.064], [-0.756, -0.180, 0.048], [0.010, 0.054, 0.094]]}